# 1
# C5H14O2

A cluster of 3 separate species, C5H14O2 in total (ωB97M-V/def2-TZVPD, OMol25).

Its HOMO-LUMO gap is 9.31 eV. As for the LUMO energy: 0.01808 hartree. The electronic energy comes out at -9505.8940 eV. For the energy above the lowest of the compared OMol25 structures with the same formula, charge and spin, the calculation gives 25.5 kcal per mole. Its SMILES is CC=C(C)C.O.O.

Last column: Mulliken charge in e.
Positions of all 21 atoms, in Å:
C (1.704, 0.771, 1.814)  -1.3116
C (0.459, 0.101, 1.343)  0.7406
C (-0.129, 0.221, 0.146)  -0.1608
C (-1.540, -0.325, -0.116)  -1.2911
C (-0.135, -0.764, 2.401)  -1.3297
H (1.937, 1.668, 1.199)  0.3539
H (1.512, 1.177, 2.817)  0.3401
H (2.571, 0.124, 1.636)  0.2812
H (0.415, 0.728, -0.646)  0.3994
H (-1.562, -1.413, -0.128)  0.3155
H (-1.835, 0.179, -1.032)  0.3161
H (-2.227, -0.162, 0.710)  0.3615
H (0.607, -1.260, 3.065)  0.3650
H (-0.718, -0.098, 3.067)  0.3038
H (-0.788, -1.545, 1.981)  0.3169
H (1.280, 5.057, -3.085)  0.3153
H (0.176, 4.822, -3.948)  0.3153
O (0.956, 5.393, -3.934)  -0.6307
H (-0.689, -4.176, -2.322)  0.3085
H (-0.696, -5.577, -2.668)  0.3190
O (-1.299, -4.922, -2.299)  -0.6284

# 2
# C5H14O2

A cluster of 3 separate species, C5H14O2 in total (ωB97M-V/def2-TZVPD, OMol25).

Its HOMO-LUMO gap is 10.11 eV. As for the LUMO energy: 0.02107 hartree. The electronic energy comes out at -9504.2795 eV. For the energy above the lowest of the compared OMol25 structures with the same formula, charge and spin, the calculation gives 62.7 kcal per mole. Its SMILES is C=CCCC.O.O.

Last column: Mulliken charge in e.
Positions of all 21 atoms, in Å:
C (-1.974, -0.778, -2.511)  -1.0203
C (-1.174, -0.336, -1.254)  -0.7447
C (-0.079, -1.234, -0.761)  -0.2062
C (-0.557, -2.668, -0.882)  -0.5220
C (-1.328, -3.390, -0.042)  -0.6050
H (-2.247, -1.847, -2.268)  0.2832
H (-2.671, 0.067, -2.581)  0.3176
H (-1.502, -1.015, -3.480)  0.2836
H (-1.005, 0.684, -1.270)  0.5717
H (-1.878, -0.202, -0.404)  0.2713
H (0.107, -0.871, 0.314)  0.2557
H (0.813, -0.966, -1.515)  0.1783
H (-0.285, -2.917, -1.858)  0.4365
H (-1.619, -3.126, 1.019)  0.2524
H (-1.682, -4.316, -0.488)  0.2473
H (2.641, 1.845, 0.076)  0.2936
H (3.707, 2.936, -0.185)  0.3354
O (3.500, 1.931, -0.196)  -0.6281
H (0.537, 3.678, 4.866)  0.3124
H (1.589, 4.671, 5.235)  0.3332
O (0.771, 4.546, 4.600)  -0.6457

# 3
# C5H14O2

A cluster of 2 separate species, C5H14O2 in total (ωB97M-V/def2-TZVPD, OMol25).

Its HOMO-LUMO gap is 10.94 eV. As for the LUMO energy: 0.02963 hartree. The electronic energy comes out at -9506.5686 eV. For the energy above the lowest of the compared OMol25 structures with the same formula, charge and spin, the calculation gives 9.9 kcal per mole. Its SMILES is CCCCCO.O.

Last column: Mulliken charge in e.
Positions of all 21 atoms, in Å:
C (1.376, 0.761, -0.576)  -0.5947
O (1.707, 2.106, -0.897)  -0.5325
C (-0.131, 0.491, -0.698)  -0.3690
C (-1.005, 1.057, 0.420)  -0.7622
C (-0.523, 0.828, 1.881)  -0.3436
C (-0.378, -0.690, 2.121)  -1.1443
H (1.926, 0.168, -1.310)  0.3476
H (1.808, 0.446, 0.380)  0.2754
H (1.578, 2.664, -0.138)  0.3144
H (-0.410, 0.973, -1.633)  0.3035
H (-0.308, -0.575, -0.865)  0.3135
H (-1.106, 2.135, 0.219)  0.3257
H (-2.034, 0.670, 0.377)  0.3345
H (0.483, 1.260, 1.925)  0.2080
H (-1.195, 1.353, 2.551)  0.3645
H (0.017, -1.214, 1.255)  0.2941
H (-1.382, -1.138, 2.162)  0.3436
H (0.209, -0.943, 3.003)  0.3196
H (-0.848, -3.313, -2.930)  0.3142
H (0.290, -3.918, -3.805)  0.3095
O (-0.074, -3.124, -3.444)  -0.6218

# 4
# C5H14O2

A cluster of 2 separate species, C5H14O2 in total (ωB97M-V/def2-TZVPD, OMol25).

Its HOMO-LUMO gap (alpha / beta) is 11.15 / 4.29 eV. The spin multiplicity is 2. Its charge is +1. As for the LUMO energy (alpha / beta): -0.13285 / -0.38357 hartree. The electronic energy comes out at -9495.1487 eV. For the energy above the lowest of the compared OMol25 structures with the same formula, charge and spin, the calculation gives 70.8 kcal per mole.

Last column: Mulliken charge in e.
Positions of all 21 atoms, in Å:
C (-2.086, 0.777, -0.534)  -0.6707
O (-1.380, 0.150, -1.692)  -0.1969
C (-1.004, 0.475, 0.507)  -0.2773
C (-0.697, -1.002, 0.627)  -0.2783
C (0.794, -1.358, 0.712)  -0.6926
C (1.719, -1.439, -0.463)  -1.0667
H (-2.283, 1.811, -0.652)  0.4533
H (-2.857, 0.065, -0.318)  0.4192
H (-2.086, 0.249, -2.385)  0.4076
H (-0.133, 1.210, 0.402)  0.0714
H (-1.424, 0.734, 1.479)  0.4067
H (-1.239, -1.339, 1.584)  0.3639
H (-1.176, -1.505, -0.247)  0.3609
H (1.209, -0.624, 1.478)  0.3549
H (0.897, -2.235, 1.374)  0.3956
H (2.746, -1.301, -0.111)  0.3145
H (1.459, -0.617, -1.168)  0.2993
H (1.629, -2.279, -1.131)  0.3864
H (3.010, 1.676, 0.961)  0.3516
H (1.703, 1.267, 0.684)  0.2310
O (2.159, 2.115, 0.793)  -0.6336

# 5
# C5H14O4

A cluster of 4 separate species, C5H14O4 in total (ωB97M-V/def2-TZVPD, OMol25).

Its HOMO-LUMO gap is 8.59 eV. As for the LUMO energy: 0.00679 hartree. The electronic energy comes out at -13600.5080 eV. For the energy above the lowest of the compared OMol25 structures with the same formula, charge and spin, the calculation gives 54.0 kcal per mole. Its SMILES is C=C/C(O)=C/C.O.O.O.

Last column: Mulliken charge in e.
Positions of all 23 atoms, in Å:
C (2.299, -0.378, -2.779)  -1.0202
C (1.158, 0.595, -2.669)  -0.2824
C (0.557, 0.870, -1.508)  0.5758
O (0.936, 0.226, -0.324)  -0.5150
C (-0.595, 1.757, -1.365)  -0.2594
C (-1.446, 1.829, -0.349)  -0.6904
H (2.103, -1.005, -3.661)  0.3277
H (3.230, 0.112, -3.030)  0.2794
H (2.341, -1.095, -1.968)  0.2440
H (0.778, 1.000, -3.604)  0.3582
H (0.654, -0.690, -0.389)  0.2763
H (-0.648, 2.543, -2.089)  0.2706
H (-1.320, 1.217, 0.537)  0.1702
H (-2.304, 2.493, -0.350)  0.2757
H (-0.349, -3.281, 0.472)  0.3054
H (0.915, -3.541, 1.373)  0.3226
O (-0.033, -3.665, 1.291)  -0.6315
H (-2.483, -1.442, 3.383)  0.3057
H (-0.999, -1.750, 3.290)  0.3223
O (-1.617, -1.049, 3.538)  -0.6402
H (-0.784, 2.348, 3.803)  0.2924
H (-1.394, 1.052, 3.394)  0.3269
O (-0.999, 1.853, 3.002)  -0.6142

# 6
# C5H14OS

A cluster of 2 separate species, C5H14OS in total (ωB97M-V/def2-TZVPD, OMol25).

Its HOMO-LUMO gap is 9.22 eV. As for the LUMO energy: 0.02983 hartree. The electronic energy comes out at -18294.0671 eV. For the energy above the lowest of the compared OMol25 structures with the same formula, charge and spin, the calculation gives 15.8 kcal per mole. Its SMILES is CCCCSC.O.

Last column: Mulliken charge in e.
Positions of all 21 atoms, in Å:
C (-1.788, -1.578, -0.759)  -1.2404
C (-0.713, -1.845, 0.360)  -0.5722
C (0.537, -1.007, 0.043)  -0.4825
C (0.294, 0.529, 0.129)  -0.7734
S (0.674, 1.282, 1.768)  -0.0699
C (2.350, 1.866, 1.482)  -0.8821
H (-2.501, -2.409, -0.784)  0.3270
H (-1.279, -1.672, -1.712)  0.3211
H (-2.347, -0.748, -0.339)  0.4651
H (-1.086, -1.500, 1.322)  0.2737
H (-0.487, -2.908, 0.341)  0.3494
H (1.378, -1.175, 0.716)  0.3465
H (0.916, -1.222, -0.959)  0.3431
H (-0.773, 0.685, 0.018)  0.2745
H (0.935, 1.072, -0.555)  0.3801
H (2.297, 2.890, 1.073)  0.2952
H (2.862, 2.000, 2.431)  0.3131
H (2.948, 1.355, 0.730)  0.3000
H (-2.225, -0.415, -3.070)  0.3368
H (-1.911, 0.383, -4.275)  0.3155
O (-1.841, -0.505, -3.951)  -0.6203

# 7
# C5H14OS

A cluster of 2 separate species, C5H14OS in total (ωB97M-V/def2-TZVPD, OMol25).

Its HOMO-LUMO gap (alpha / beta) is 10.00 / 5.13 eV. The spin multiplicity is 2. Its charge is +1. As for the LUMO energy (alpha / beta): -0.12599 / -0.30504 hartree. The electronic energy comes out at -18285.1335 eV. For the energy above the lowest of the compared OMol25 structures with the same formula, charge and spin, the calculation gives 34.4 kcal per mole.

Last column: Mulliken charge in e.
Positions of all 21 atoms, in Å:
C (-0.999, 1.094, 1.583)  -1.1214
C (-0.047, -0.188, 1.520)  -0.1760
C (0.620, -0.395, 0.143)  -0.9153
C (-0.239, -1.067, -0.947)  -0.4946
S (-0.594, -2.830, -0.535)  0.3717
C (-1.043, -3.447, -2.144)  -0.7847
H (-1.744, 1.152, 0.836)  0.3664
H (-1.524, 1.076, 2.552)  0.3487
H (-0.396, 2.094, 1.639)  0.2265
H (-0.679, -1.067, 1.823)  0.2335
H (0.709, 0.077, 2.336)  0.2922
H (1.552, -1.044, 0.212)  0.3506
H (0.825, 0.455, -0.316)  0.4640
H (-1.202, -0.328, -0.982)  0.3419
H (0.170, -1.082, -2.032)  0.4572
H (-0.278, -4.124, -2.605)  0.3585
H (-1.199, -2.678, -2.927)  0.3175
H (-1.979, -4.021, -2.021)  0.3634
H (2.277, 4.912, 1.010)  0.3059
H (2.692, 6.103, 0.243)  0.3263
O (3.079, 5.307, 0.612)  -0.6324

# 8
# C5H14S

A cluster of 2 separate species, C5H14S in total (ωB97M-V/def2-TZVPD, OMol25).

Its HOMO-LUMO gap is 9.42 eV. As for the LUMO energy: 0.03585 hartree. The electronic energy comes out at -16246.9451 eV. For the energy above the lowest of the compared OMol25 structures with the same formula, charge and spin, the calculation gives 8.2 kcal per mole. Its SMILES is CCC.CSC.

Last column: Mulliken charge in e.
Positions of all 20 atoms, in Å:
C (-2.241, 0.710, 1.659)  -0.6551
C (-0.413, -0.124, 3.573)  -0.8148
S (-1.828, 0.960, 3.437)  -0.0912
H (-3.309, 0.553, 1.598)  0.3449
H (-1.914, 1.612, 1.152)  0.2526
H (-1.673, -0.143, 1.304)  0.0793
H (-0.135, -0.197, 4.622)  0.2993
H (0.442, 0.275, 3.028)  0.2723
H (-0.650, -1.119, 3.211)  0.2876
C (1.068, -0.739, -1.880)  -0.2471
C (0.637, 0.533, -1.147)  -0.6071
C (1.454, -0.540, -3.336)  -1.1860
H (1.912, -1.254, -1.398)  0.2703
H (0.300, -1.508, -1.832)  0.2852
H (1.510, 1.006, -0.688)  0.2967
H (-0.025, 0.232, -0.340)  -0.0864
H (1.814, -1.484, -3.748)  0.3399
H (0.632, -0.178, -3.965)  0.3261
H (0.147, 1.210, -1.841)  0.3403
H (2.273, 0.193, -3.409)  0.2931

# 9
# C5H14S

A cluster of 2 separate species, C5H14S in total (ωB97M-V/def2-TZVPD, OMol25).

Its HOMO-LUMO gap is 9.48 eV. As for the LUMO energy: 0.03762 hartree. The electronic energy comes out at -16246.7837 eV. For the energy above the lowest of the compared OMol25 structures with the same formula, charge and spin, the calculation gives 11.9 kcal per mole. Its SMILES is CCC.CSC.

Last column: Mulliken charge in e.
Positions of all 20 atoms, in Å:
C (1.573, -1.338, 0.587)  -0.6149
C (-0.790, -2.768, 0.940)  -0.5654
S (0.973, -2.886, 1.320)  -0.1006
H (0.991, -0.470, 0.895)  0.0445
H (2.628, -1.295, 0.845)  0.3373
H (1.531, -1.406, -0.500)  0.2911
H (-1.378, -2.800, 1.856)  0.2763
H (-1.122, -3.553, 0.268)  0.3015
H (-1.022, -1.827, 0.449)  -0.0024
C (-0.588, 1.365, -1.037)  -0.1970
C (-1.093, 1.440, 0.420)  -0.9735
C (0.696, 2.143, -1.293)  -1.2002
H (-0.610, 0.329, -1.368)  0.2699
H (-1.298, 1.826, -1.728)  0.3551
H (-0.304, 1.693, 1.128)  0.2681
H (1.422, 2.071, -0.470)  0.2991
H (1.263, 1.741, -2.130)  0.3198
H (-1.431, 0.423, 0.629)  0.1803
H (-1.939, 2.107, 0.583)  0.3530
H (0.499, 3.204, -1.395)  0.3581

# 10
# C5H14S

A cluster of 2 separate species, C5H14S in total (ωB97M-V/def2-TZVPD, OMol25).

Its HOMO-LUMO gap (alpha / beta) is 10.43 / 5.76 eV. The spin multiplicity is 2. Its charge is +1. As for the LUMO energy (alpha / beta): -0.13989 / -0.31169 hartree. The electronic energy comes out at -16238.2309 eV. For the energy above the lowest of the compared OMol25 structures with the same formula, charge and spin, the calculation gives 7.8 kcal per mole.

Last column: Mulliken charge in e.
Positions of all 20 atoms, in Å:
C (-1.560, -0.636, -0.930)  -0.6541
C (-1.354, -3.293, -0.085)  -0.7999
S (-0.462, -2.157, -1.168)  0.4185
H (-1.224, -0.320, 0.056)  0.1486
H (-1.410, 0.120, -1.692)  0.3578
H (-2.561, -1.057, -0.950)  0.4392
H (-0.566, -3.829, 0.453)  0.3678
H (-1.863, -4.011, -0.727)  0.3743
H (-2.027, -2.817, 0.621)  0.3404
C (0.917, 1.964, -0.068)  0.0767
C (0.334, 1.859, 1.355)  -1.1091
C (2.233, 1.205, -0.127)  -1.1295
H (0.201, 1.621, -0.817)  0.0132
H (1.138, 2.982, -0.404)  0.3061
H (1.047, 2.075, 2.143)  0.3729
H (-0.088, 0.866, 1.510)  0.2183
H (3.151, 1.704, 0.178)  0.3508
H (2.196, 0.237, 0.387)  0.2611
H (-0.535, 2.520, 1.445)  0.3109
H (2.433, 0.966, -1.180)  0.3359

# 11
# C5H14S

A cluster of 2 separate species, C5H14S in total (ωB97M-V/def2-TZVPD, OMol25).

Its HOMO-LUMO gap (alpha / beta) is 10.54 / 5.50 eV. The spin multiplicity is 2. Its charge is +1. As for the LUMO energy (alpha / beta): -0.15040 / -0.33453 hartree. The electronic energy comes out at -16237.5977 eV. For the energy above the lowest of the compared OMol25 structures with the same formula, charge and spin, the calculation gives 22.4 kcal per mole.

Last column: Mulliken charge in e.
Positions of all 20 atoms, in Å:
C (0.831, -1.296, 0.877)  0.1283
C (1.552, -0.389, 1.851)  -1.2720
C (1.404, -1.293, -0.548)  -1.0244
H (0.737, -2.307, 1.182)  0.4493
H (-0.199, -0.911, 0.795)  -0.1598
H (1.849, 0.486, 1.294)  0.3141
H (1.370, -0.281, -0.954)  0.1808
H (2.488, -1.448, -0.555)  0.3612
H (0.911, -2.102, -1.080)  0.3152
H (0.940, -0.203, 2.733)  0.3326
H (2.421, -0.868, 2.260)  0.3965
C (-1.981, 0.971, -1.458)  -0.4031
C (-0.812, 1.741, -0.685)  -0.7375
S (-2.890, -0.248, -0.559)  0.2514
H (-2.614, 1.780, -1.832)  0.4423
H (-1.569, 0.391, -2.288)  0.3502
H (0.066, 1.513, -1.253)  0.1899
H (-2.724, 0.326, 0.653)  0.2751
H (-0.751, 1.341, 0.322)  0.2447
H (-1.029, 2.798, -0.754)  0.3653

# 12
# C5H14Si3

A cluster of 2 separate species, C5H14Si3 in total (ωB97M-V/def2-TZVPD, OMol25).

Its HOMO-LUMO gap (alpha / beta) is 6.76 / 7.19 eV. The spin multiplicity is 3. As for the LUMO energy (alpha / beta): 0.02942 / -0.10507 hartree. The electronic energy comes out at -29038.1278 eV. For the energy above the lowest of the compared OMol25 structures with the same formula, charge and spin, the calculation gives 16.6 kcal per mole.

Last column: Mulliken charge in e.
Positions of all 22 atoms, in Å:
C (2.150, 2.731, -1.915)  0.3526
C (1.289, 2.501, -1.105)  -0.7441
C (1.138, -2.220, -0.490)  -1.1377
C (-1.573, -1.279, -1.651)  -1.0372
C (-1.372, -1.605, 1.277)  -0.9409
Si (0.662, 2.416, 1.945)  0.3439
Si (-0.139, 2.011, -0.106)  0.1187
Si (-0.316, -0.990, -0.132)  0.2759
H (2.999, 2.814, -2.584)  0.3926
H (1.655, -2.323, 0.504)  0.2950
H (0.831, -3.192, -0.747)  0.4057
H (1.823, -1.979, -1.322)  0.3252
H (-1.949, -2.248, -1.414)  0.3471
H (-2.424, -0.497, -1.809)  0.3012
H (-1.083, -1.249, -2.737)  0.2786
H (-1.737, -2.687, 1.040)  0.2951
H (-0.707, -1.598, 2.213)  0.2836
H (-2.272, -1.009, 1.550)  0.3265
H (-0.547, 2.816, 2.735)  -0.1306
H (1.720, 3.397, 2.295)  -0.1190
H (1.093, 1.165, 2.817)  -0.1178
H (-1.241, 3.025, -0.363)  -0.1143